Record 1
Here is 2 unconnected molecules or ions with the total composition C4H10N2 from the Open Molecules 2025 dataset. Energies are from wB97M-V/def2-TZVPD.

## Properties
**E_HOMO (alpha / beta)**: -7.9 / -8.4 eV
**LUMO energy (alpha / beta)**: 0.6 / 0.6 eV

The geometry in ORCA input format:
```
! RIJCOSX wB97M-V def2-TZVPD def2/J DEFGRID3
* xyz 0 1
C 1.1205 -0.3627 0.6985
C 0.7586 -1.5020 -0.2469
C 1.0635 2.1749 -0.1050
C -2.7746 -0.6330 0.0328
N 0.6086 0.7889 0.0729
N -0.0088 0.3626 1.1802
H 2.0280 -0.4341 1.1467
H -0.1813 -1.3889 -0.6973
H 0.8937 -2.4351 0.2382
H 1.3853 -1.5203 -1.0601
H 1.4303 2.1885 -1.2419
H 0.4170 3.0236 0.0462
H 2.0440 2.2069 0.5490
H -2.6284 -0.5539 1.1455
H -3.4336 0.0127 -0.4208
H -2.1721 -1.3805 -0.4805
*
```



Record 2
Here is C5H12N2O in the gas phase from the Open Molecules 2025 dataset. Energies are from wB97M-V/def2-TZVPD.

## Properties
**E_HOMO**: -8.5 eV
**LUMO energy**: -2.7 eV

The geometry in ORCA input format:
```
! RIJCOSX wB97M-V def2-TZVPD def2/J DEFGRID3
* xyz 0 1
C -2.3243 -0.0245 0.4493
C -1.5471 -0.5775 1.6025
C -1.4999 0.0761 -0.9072
N -0.6536 1.1817 -0.9916
C 0.5989 1.0626 -0.3357
C 1.3833 -0.3250 -0.4483
N 2.8157 0.1339 -0.2374
O 1.0044 -1.2358 0.4078
H -3.2213 -0.6322 0.2312
H -2.5868 1.0169 0.6704
H -0.7608 0.1178 1.8689
H -1.0261 -1.5001 1.4014
H -2.2010 -0.7571 2.4328
H -1.0148 -0.9074 -1.0315
H -2.2662 0.2491 -1.6985
H 0.3556 1.2612 0.7598
H 1.2387 -0.6331 -1.5116
H 1.2669 1.8491 -0.6558
H 3.4446 -0.5679 -0.6087
H 2.9366 0.1309 0.7690
*
```



Record 3
Here is 2 unconnected molecules or ions with the total composition C9H16N4O3 from the Open Molecules 2025 dataset. Energies are from wB97M-V/def2-TZVPD.

## Properties
**E_HOMO**: -5.6 eV
**LUMO energy**: -2.7 eV

The geometry in ORCA input format:
```
! RIJCOSX wB97M-V def2-TZVPD def2/J DEFGRID3
* xyz 0 1
N 2.0155 -2.4558 -0.4752
C 1.6363 -1.0123 -0.4368
N 0.8451 -0.8174 0.8306
N 2.8168 -0.0939 -0.2902
C 0.7066 -0.5520 -1.7108
C -0.6399 0.0421 -1.0307
C -1.8346 -0.9352 -0.8153
C -3.1105 -0.3217 -0.1078
C -4.3128 -1.3425 0.1499
O -5.1101 -1.0690 1.0891
O -4.4322 -2.5462 -0.6407
C -3.1011 1.1839 0.2901
C -1.8224 2.0397 -0.0350
N -0.6457 1.4478 -0.6568
H 1.1570 -3.0217 -0.3262
H 2.3978 -2.7451 -1.3892
H 1.4672 -0.6238 1.6278
H 0.2113 -1.6096 1.0009
H 3.4442 -0.1662 -1.1059
H 2.3663 0.8592 -0.2680
H 1.2147 0.2291 -2.3715
H 0.4265 -1.4328 -2.3935
H -1.7583 -2.0215 -1.1529
H -3.5741 -3.0257 -0.5575
H -4.0182 1.6486 0.7872
H -1.7564 3.1668 0.2034
H 0.2197 1.9814 -0.8573
C 3.0307 2.6355 2.0930
O 2.7532 2.4998 0.7949
H 4.0965 2.7635 2.3700
H 2.5720 3.4963 2.6213
H 2.7392 1.7989 2.7634
*
```



Record 4
Here is a molecular structure, C41H36Cl3GaINO2P from the Open Molecules 2025 dataset. Energies are from wB97M-V/def2-TZVPD.

## Properties
**E_HOMO**: -10.7 eV
**LUMO energy**: -3.0 eV

The geometry in ORCA input format:
```
! RIJCOSX wB97M-V def2-TZVPD def2/J DEFGRID3
* xyz 1 1
Ga -1.2651 0.3582 -0.1459
I -1.3701 1.9721 2.2793
C 0.3803 1.4266 3.2834
C 0.2171 1.2436 4.6300
C 1.3284 1.1437 5.4856
C 2.5727 1.3244 4.9686
C 2.7658 1.5226 3.5797
C 4.0727 1.8122 3.1163
C 4.3071 2.0706 1.8024
C 3.2532 1.9153 0.8873
C 1.9757 1.5753 1.2711
P 1.0384 0.9940 -0.1923
C 1.1905 2.3079 -1.4285
C 2.1303 2.2433 -2.4525
C 2.2172 3.2748 -3.3771
C 1.3709 4.3673 -3.2782
C 0.4348 4.4354 -2.2531
C 0.3379 3.4102 -1.3292
C 1.9594 -0.4386 -0.8116
C 1.6322 -0.9260 -2.0788
C 2.2949 -2.0262 -2.5926
C 3.2799 -2.6555 -1.8418
C 3.5871 -2.1917 -0.5735
C 2.9281 -1.0861 -0.0534
C 1.6660 1.4823 2.6720
H -0.7787 1.2200 5.0516
H 1.1784 0.9878 6.5448
H 3.4429 1.3358 5.6125
H 4.8747 1.8544 3.8425
H 5.2924 2.3390 1.4482
H 3.4833 2.0152 -0.1664
H 2.7861 1.3866 -2.5435
H 2.9470 3.2197 -4.1737
H 1.4369 5.1694 -4.0012
H -0.2228 5.2898 -2.1758
H -0.4051 3.4716 -0.5426
H 0.8786 -0.4340 -2.6787
H 2.0484 -2.3872 -3.5823
H 3.8024 -3.5128 -2.2455
H 4.3418 -2.6901 0.0203
H 3.1752 -0.7350 0.9394
Cl -5.9005 3.1148 -5.0206
C -4.8713 2.6807 -3.7012
C -3.6969 1.9920 -3.9511
C -2.8867 1.6650 -2.8810
Cl -1.4130 0.7765 -3.1644
C -3.1979 1.9961 -1.5619
O -2.4117 1.7271 -0.5226
C -4.4032 2.6750 -1.3585
Cl -4.8486 3.0867 0.2609
C -5.2333 3.0232 -2.4081
H -3.4183 1.7168 -4.9578
H -6.1550 3.5530 -2.2158
O -3.4331 6.2711 -1.4095
C -2.7026 5.5256 -0.9943
C 1.5830 -5.2449 -0.1155
C 1.0284 -4.0279 0.5717
C 1.5038 -3.6398 1.8238
C 0.9887 -2.5292 2.4729
C 1.5292 -2.1030 3.8097
C -0.0421 -1.8150 1.8628
C -0.5346 -2.1775 0.6128
C 0.0283 -3.2808 -0.0306
N -1.5870 -1.4220 0.0291
C -2.8799 -2.0934 -0.2942
C -3.1951 -3.1314 0.7819
C -2.8575 -2.7433 -1.6822
C -3.9814 -1.0354 -0.2938
H 2.6300 -5.4046 0.1432
H 1.5043 -5.1558 -1.1990
H 1.0317 -6.1388 0.1833
H 2.2894 -4.2177 2.2987
H 2.0519 -2.9226 4.3009
H 0.7338 -1.7593 4.4710
H 2.2385 -1.2783 3.6959
H -0.5123 -0.9978 2.4005
H -0.3096 -3.5578 -1.0196
H -2.4819 -3.9556 0.7746
H -4.1894 -3.5443 0.6099
H -3.1779 -2.6728 1.7723
H -2.2237 -3.6270 -1.7194
H -2.5024 -2.0289 -2.4278
H -3.8657 -3.0549 -1.9612
H -3.9918 -0.4676 0.6399
H -4.9530 -1.5150 -0.4079
H -3.8704 -0.3466 -1.1343
*
```



Record 5
Here is a gas-phase ion, C5H9N2OS (charge +1) from the Open Molecules 2025 dataset. Energies are from wB97M-V/def2-TZVPD.

## Properties
**E_HOMO**: -13.5 eV
**LUMO energy**: -5.2 eV

The geometry in ORCA input format:
```
! RIJCOSX wB97M-V def2-TZVPD def2/J DEFGRID3
* xyz 1 1
C -0.0836 2.0891 0.3355
C 1.0476 0.2922 -0.1303
C 2.1754 -0.5125 -0.6067
C -2.0069 -1.9045 0.3141
C -0.2714 -0.0467 0.4804
N -0.8901 1.2062 0.7095
N -0.9731 -1.0349 -0.3326
O 1.1933 1.5127 -0.1166
S -0.2584 3.8169 0.4345
H 1.9474 -0.6202 -1.7941
H 3.1095 0.0630 -0.5517
H 2.2009 -1.4824 -0.0979
H -1.4216 -2.6458 0.9653
H -2.8036 -1.4228 0.9492
H -2.5571 -2.3731 -0.3913
H 0.0185 -0.5886 1.3857
H -1.1551 -0.5610 -1.2627
H 0.7284 4.2123 -0.2904
*
```



Record 6
Here is a molecular structure, C5H8S from the Open Molecules 2025 dataset. Energies are from wB97M-V/def2-TZVPD.

## Properties
**E_HOMO**: -8.3 eV
**LUMO energy**: 1.0 eV

The geometry in ORCA input format:
```
! RIJCOSX wB97M-V def2-TZVPD def2/J DEFGRID3
* xyz 0 1
C -0.9358 -0.9282 0.4249
C 0.8275 0.7194 -0.2320
C 0.3234 -0.0396 -1.4750
C -1.0004 0.0091 -0.7495
C -0.6009 1.3676 -0.1868
H -0.9170 -1.9736 0.0932
H -1.6990 -0.7669 1.1771
H 1.7671 1.2546 -0.2370
H 0.4185 0.6123 -2.3558
H 0.8222 -1.0347 -1.5788
H -1.8812 -0.0617 -1.3885
H -0.9827 1.6500 0.8160
H -0.6445 2.1860 -0.8664
S 0.7146 -0.5397 1.1032
*
```